Computed, not measured: C34H56As2BN6ORuS3 as an isolated structure in a non-equilibrium geometry, with ωB97M-V/def2-TZVPD.

As for the HOMO-LUMO gap (spin up / spin down): 0.2131 / 0.2083 Ha. As for the lowest unoccupied orbital energy (spin up / spin down): 0.33 / 0.35 eV. The calculation puts the HOMO energy (spin up / spin down) at -5.468 / -5.317 eV.

Structure (ORCA input):
```
! RIJCOSX wB97M-V def2-TZVPD def2/J DEFGRID3
* xyz 0 2
C -1.3455 -4.6858 1.7317
H 1.4655 3.9753 5.6265
H -2.2519 2.9579 -4.4145
H 2.4341 2.4951 5.4567
H -3.4827 1.2652 2.7945
O 0.3251 0.9122 -1.9445
H 1.7775 -3.0261 3.1312
C 0.2300 -3.5008 -1.3446
C -3.4274 2.8332 -2.5884
H 1.8894 -4.2635 1.8616
H 1.5735 -4.3790 -3.8823
H -3.6012 -5.9200 2.7230
C -2.9047 3.7046 -0.3117
H 2.0436 0.4797 -3.0152
H -5.2193 3.9625 -2.1176
C -2.0608 -1.6095 2.0960
C -2.1140 3.0836 -3.3437
H 1.7980 2.1611 -2.4613
C -3.9960 -2.3139 1.3183
H 4.2500 -0.9709 2.2178
H -1.3536 2.3956 -2.9912
H -3.9905 -5.1347 1.1962
H -1.6126 -1.1821 -3.7389
C 5.7934 -3.6702 -0.6742
C -0.8387 -0.4217 -3.6714
H 0.2352 4.8724 3.6493
H 2.2069 -2.9310 -4.7014
As 2.2567 -1.9270 0.8745
H -2.4141 3.6875 1.8262
C 3.5928 -2.7532 -0.3044
H 3.8932 -4.0087 -3.4405
C -2.9191 1.4756 -0.4793
H 6.1396 -4.5004 -2.6142
H -3.8413 4.9810 -2.5514
C -1.3367 1.4242 4.2417
C 2.3309 -3.3422 2.2469
H -4.6757 -0.2845 0.8266
H -1.0827 -5.6317 2.1981
C -2.2841 -3.9357 3.9473
H 3.4101 2.0136 3.1770
H 3.0956 4.0535 4.9725
H -2.9731 4.7289 -0.6108
H 0.4674 -3.1210 -4.4760
C 4.1538 -3.7353 -2.4258
C 1.4406 -3.3069 -4.0206
H -4.6538 -4.5113 2.7210
C 1.0868 4.5675 3.0430
H 1.8356 5.3534 3.0736
C -2.5513 -4.0676 2.4432
H -5.0827 1.4526 -2.5676
S -2.1336 0.0093 -1.2136
H -1.5672 -4.8656 0.6822
C -0.0925 1.7926 2.4811
Ru 0.1718 -0.6332 0.1129
B -2.5667 0.9682 2.0706
H 0.7580 4.4335 2.0155
H 0.0820 2.2698 5.6679
H -3.1589 -3.5225 4.4441
H 0.7434 -4.2635 -0.7548
H 2.6974 -0.1795 2.5963
C 4.8696 -3.0471 0.1477
C -4.1551 1.5964 -3.1155
H 6.7930 -3.8750 -0.3177
H -0.4286 -3.9838 -2.0663
C -2.6235 3.1893 0.9014
S 0.4566 1.8120 0.8847
H 5.1608 -2.7730 1.1552
N -2.6174 1.8255 0.8164
C -0.4780 -0.2156 -2.2185
C -4.3523 4.0462 -2.7682
H -1.2317 0.4982 -4.1121
C 2.8724 2.8378 2.7154
H -2.1863 1.0831 4.7962
H 3.5567 0.2307 1.0942
H 0.0315 -0.7427 -4.2533
C -3.9602 -0.9679 1.2292
H 2.5517 2.5486 1.7203
N 0.5869 2.2691 3.5698
C 1.6778 3.2567 3.5744
C 2.1889 3.4540 5.0047
S -0.4798 -1.5408 2.6940
H 3.5513 3.6827 2.6240
H -4.7595 -2.9919 1.0039
H 3.3691 -3.5438 2.5146
C 1.3057 1.2840 -2.8804
H 0.8698 1.5410 -3.8516
C 5.4249 -4.0193 -1.9628
N -1.2819 1.2984 2.8815
H -2.0640 -4.9103 4.3724
C 3.3262 -0.5757 1.7945
As 1.5320 -2.3365 -2.2833
N -2.7675 -0.5281 1.7307
C -3.7815 -4.9582 2.2492
H -1.4378 -3.2792 4.1229
N -3.1174 2.6578 -1.1786
H -3.5487 0.7065 -2.9892
H -1.7549 4.0938 -3.1574
H -0.3960 -2.8752 -0.6783
C 3.2146 -3.1096 -1.6070
H -4.6937 4.0879 -3.7998
C -0.2065 2.0213 4.6699
N -2.8192 -2.7292 1.9022
H -4.3881 1.7210 -4.1693
H -0.4929 -4.0142 1.8043
*
```


Computed, not measured: one molecule with the formula C5H8 in a non-equilibrium geometry, with ωB97M-V/def2-TZVPD.

As for the HOMO-LUMO gap: 0.3856 Ha. The value obtained for the energy above the lowest of the compared OMol25 structures with the same formula, charge and spin is 201.93 kJ/mol. Its SMILES is C=CC1CC1. As for the lowest unoccupied orbital energy: 1.24 eV. The calculation puts the HOMO energy at -9.251 eV.

Structure (ORCA input):
```
! RIJCOSX wB97M-V def2-TZVPD def2/J DEFGRID3
* xyz 0 1
C 0.3554 0.7110 1.3439
C -1.3261 -0.8708 -1.2503
C 1.0851 -0.3865 0.6940
H -1.2020 -1.8368 -0.5687
C -0.6346 0.2266 -1.0389
H 2.1427 -0.3678 1.0105
H -2.1245 -0.7902 -1.9866
C 0.5227 0.5822 -0.2066
H -0.9982 1.0979 -1.7005
H -0.6270 0.2812 1.7377
H 0.5544 -1.4144 0.8400
H 1.3783 1.2378 -0.7080
H 0.8739 1.5297 1.8335
*
```


Computed, not measured: one molecule with the formula C6H9N, with ωB97M-V/def2-TZVPD.

As for the HOMO-LUMO gap: 0.3250 Ha. The value obtained for the energy above the lowest of the compared OMol25 structures with the same formula, charge and spin is 34.55 kJ/mol. Its SMILES is Cc1c[nH]c(C)c1. As for the lowest unoccupied orbital energy: 1.05 eV. The calculation puts the HOMO energy at -7.793 eV.

Structure (ORCA input):
```
! RIJCOSX wB97M-V def2-TZVPD def2/J DEFGRID3
* xyz 0 1
H 2.5786 -0.3781 -1.0528
H -0.0829 -1.8684 0.3001
C -0.7282 1.3554 0.2581
C 1.0625 -0.0054 0.3662
H 3.2325 0.1679 0.5079
H 1.2482 2.1053 0.3649
H -2.2622 -0.9756 -1.2811
H -3.0110 -1.1475 0.3064
N 0.6443 1.3017 0.3716
H -3.1773 0.3777 -0.6141
C -1.1941 0.0651 0.1905
C 2.4526 -0.4348 0.0365
H -1.2528 2.3032 0.2389
C -0.0610 -0.7843 0.3231
H 2.5810 -1.4825 0.3229
C -2.4977 -0.4382 -0.3519
*
```


Computed, not measured: C13H23N3OS2 as an isolated structure in a non-equilibrium geometry, with ωB97M-V/def2-TZVPD.

As for the HOMO-LUMO gap: 0.3243 Ha. The value obtained for the energy above the lowest of the compared OMol25 structures with the same formula, charge and spin is 2.85 kJ/mol. As for the lowest unoccupied orbital energy: 0.64 eV. The calculation puts the HOMO energy at -8.185 eV.

Structure (ORCA input):
```
! RIJCOSX wB97M-V def2-TZVPD def2/J DEFGRID3
* xyz 0 1
H 6.8481 0.4668 0.3666
H 4.6155 0.9193 -0.6816
C 5.0928 -0.0610 -0.7435
H 6.6631 2.0420 -1.5681
C 6.6067 0.1047 -0.6357
H -5.5344 1.7578 -2.3100
H -2.8790 1.6704 1.0033
C 0.5437 -0.1219 0.5594
H 4.7891 -0.5152 1.3393
H 6.0318 0.5044 -3.4031
H -4.9378 2.6204 -0.8951
C -7.3063 1.2967 -0.2962
C -3.9270 -0.1352 0.8187
C -1.5820 0.1185 0.7266
C 4.5409 -0.9495 0.3686
C 3.0362 -1.1293 0.2704
C -5.0525 1.6348 -1.3433
H 7.0879 -0.8686 -0.7597
N -0.4631 0.7698 0.7452
H 4.8354 -0.5011 -1.7081
H -7.9211 0.6441 0.3186
H 2.6600 -1.8128 1.0301
N 0.2487 -1.3823 0.4034
H 2.7370 -1.4928 -0.7122
N -2.8210 0.6701 0.8773
C 7.0709 0.5854 -3.0959
H -5.9599 -0.2609 -0.9070
H -7.2742 2.2800 0.1688
O -3.7979 -1.3305 0.6483
C -5.8974 0.7312 -0.4490
C 7.1803 1.0845 -1.6597
H -5.1287 1.5447 1.4109
S -1.3845 -1.5913 0.4776
H -5.9022 -0.0492 1.5597
H 7.5704 1.2742 -3.7735
H -7.7796 1.3943 -1.2698
C -5.2497 0.5680 0.9403
H -4.0657 1.2099 -1.5122
H 5.0061 -1.9373 0.3134
H 7.5383 -0.3920 -3.1957
H 8.2340 1.2542 -1.4255
S 2.1698 0.4644 0.5367
*
```


Computed, not measured: C11H17Cl2F3O2Pb as an isolated structure in a non-equilibrium geometry, with ωB97M-V/def2-TZVPD.

As for the HOMO-LUMO gap (spin up / spin down): 0.2141 / 0.1653 Ha. As for the lowest unoccupied orbital energy (spin up / spin down): 5.24 / 3.84 eV. The calculation puts the HOMO energy (spin up / spin down) at -0.591 / -0.654 eV.

Structure (ORCA input):
```
! RIJCOSX wB97M-V def2-TZVPD def2/J DEFGRID3
* xyz -2 1
O -3.8294 -0.4450 -0.3630
F -4.3664 1.3431 4.8426
H 3.7809 1.7382 -0.3968
C 0.7544 1.0105 -1.3516
C 1.8933 0.7754 -0.5466
O -1.8119 1.4869 0.2402
H 0.4962 2.4410 -2.9045
C 3.0969 -1.3094 0.3989
H -1.8142 0.3049 -2.2187
Cl 0.5065 -0.1555 2.5470
F -2.3052 1.8446 5.4145
H -4.0652 -1.3790 -0.5018
C -3.0922 0.8641 4.9093
H -0.7977 2.4003 -1.7074
H -0.2373 -2.9742 -1.4609
Cl -1.9673 -2.7806 0.7412
C 0.7777 -2.7382 -1.1275
C 2.0463 -0.6261 -0.3764
C 0.2844 2.3123 -1.8315
F -3.0776 -0.1543 5.8091
H -0.8480 -0.4706 -3.5000
H 2.8925 1.6394 1.1277
H 1.4701 -3.2095 -1.8501
Pb -2.6370 -0.3041 1.3779
H -2.6108 1.7847 -0.2353
H 0.7597 3.1240 -1.2788
H 0.9224 -3.1792 -0.1264
H -1.5656 -1.4335 -2.1491
C 2.7784 1.7856 0.0440
H 3.9549 -1.5342 -0.2483
H 2.7297 -2.2578 0.8053
H 2.4140 2.7911 -0.1815
C 0.9740 -1.2716 -1.0635
H 3.4286 -0.6813 1.2285
C 0.1481 -0.2582 -1.6437
C -1.0833 -0.4839 -2.4226
*
```


Computed, not measured: an isolated ion of composition C5H10NO2 and charge +1 in a non-equilibrium geometry, with ωB97M-V/def2-TZVPD.

As for the HOMO-LUMO gap: 0.2389 Ha. The value obtained for the energy above the lowest of the compared OMol25 structures with the same formula, charge and spin is 674.40 kJ/mol. As for the lowest unoccupied orbital energy: -4.65 eV. The calculation puts the HOMO energy at -11.148 eV.

Structure (ORCA input):
```
! RIJCOSX wB97M-V def2-TZVPD def2/J DEFGRID3
* xyz 1 1
N 0.6571 -1.3366 1.9159
C -1.3351 1.5492 -0.8519
O -0.2832 0.6448 1.2523
H 0.7779 -0.9990 -3.5837
H -1.0894 2.3269 -1.5607
C 0.4672 -0.9052 -2.5754
O -1.4747 0.2695 -1.4836
C -0.1901 -0.6885 0.7586
H 1.0838 -1.5351 -1.9279
H 0.9408 -2.3097 1.6999
H -2.3713 1.6568 -0.5010
H 0.0937 -1.4340 2.8832
H 0.7136 1.6985 -0.2831
H 1.5308 -0.8348 2.1382
H -0.4145 2.5700 0.6831
H -1.0474 -1.2656 0.8932
C -0.4341 -0.1007 -2.0392
C -0.1852 1.6262 0.2279
*
```


Computed, not measured: a 2-piece molecular cluster, FNOS overall in a non-equilibrium geometry, with ωB97M-V/def2-TZVPD.

As for the HOMO-LUMO gap (spin up / spin down): 0.3429 / 0.2590 Ha. The value obtained for the energy above the lowest of the compared OMol25 structures with the same formula, charge and spin is 116.20 kJ/mol. As for the lowest unoccupied orbital energy (spin up / spin down): -0.63 / -2.30 eV. The calculation puts the HOMO energy (spin up / spin down) at -9.961 / -9.342 eV.

Structure (ORCA input):
```
! RIJCOSX wB97M-V def2-TZVPD def2/J DEFGRID3
* xyz 0 1
S 1.3231 -0.6208 -1.0847
O -0.8810 0.2725 1.1819
F 1.3553 0.8742 -1.8989
N -0.8711 -0.8203 0.7968
*
```


Computed, not measured: one molecule with the formula C3H4ClFNO3PS in a non-equilibrium geometry, with ωB97M-V/def2-TZVPD.

As for the HOMO-LUMO gap: 0.3122 Ha. Its SMILES is C#CCN(P(O)Cl)S(=O)(=O)F. As for the lowest unoccupied orbital energy: -1.31 eV. The calculation puts the HOMO energy at -9.801 eV.

Structure (ORCA input):
```
! RIJCOSX wB97M-V def2-TZVPD def2/J DEFGRID3
* xyz 0 1
H 0.1606 2.4370 -0.2185
O -0.2313 -2.2291 -1.4495
C 0.7606 0.2852 2.4966
O -1.6797 -1.1246 0.9777
P -1.8355 0.0156 -0.2949
C 0.5772 1.3497 -0.2068
O 0.8542 -0.7384 -3.0886
C 0.7744 0.9026 1.3212
H 1.6424 1.3471 -0.6879
Cl -2.5049 1.8580 0.5924
F 2.1479 -1.1205 -0.9032
H 0.7086 -0.3828 3.4455
S 0.5972 -0.9663 -1.5958
N -0.2658 0.4248 -1.0428
H -1.7057 -2.0583 0.6545
*
```


no.,total energy (eV)
1,-204594.4287
2,-5312.0740
3,-7857.8015
4,-42043.8916
5,-54222.2976
6,-10919.0621
7,-17085.8533
8,-46167.5653